The following is a DFT calculation (wB97M-V/def2-TZVPD) of C5Cl4 as an isolated structure at a distorted geometry.

```
9
Properties=species:S:1:pos:R:3
C 0.02318 0.56682 0.86521
C -0.93024 0.26621 -0.36095
C 0.41820 0.31201 -0.85917
C -0.51167 -0.88286 0.48240
C 0.90789 -0.54689 0.19010
Cl -2.40885 0.91417 -0.79824
Cl 1.43530 2.75202 -1.38732
Cl -1.30602 -2.15214 1.24977
Cl 2.37222 -1.22935 0.61820
```

gap between HOMO and LUMO (spin up / spin down): 7.492 / 7.040 eV
LUMO energy (spin up / spin down): -2.8 / -3.0 eV
E: -55265.67160 eV
charge: 0
M: 201.87 g mol⁻¹